No. 1
This record from the OMol25 dataset describes the molecule C5H5F at a distorted geometry. The level of theory is ωB97M-V/def2-TZVPD.

Structure (XYZ):
```
11
Properties=species:S:1:pos:R:3
C -1.168 0.172 -0.381
C -1.142 -0.803 0.697
C -0.069 -0.819 -0.492
C 1.294 -0.371 -0.136
C 2.367 0.156 0.146
H -1.865 0.184 -1.176
H -0.813 -0.348 1.652
H -1.892 -1.576 0.809
H -0.196 -1.551 -1.291
H 3.292 0.499 0.503
F -0.692 1.420 0.055
```

The calculation puts the energy relative to the best compared isomer or geometry (same formula, charge and spin) at 200.22 kJ/mol. For the orbital gap, the calculation gives 10.561 eV.



No. 2
This record from the OMol25 dataset describes the molecule C5H5F2N at a distorted geometry. The level of theory is ωB97M-V/def2-TZVPD.

Structure (XYZ):
```
13
Properties=species:S:1:pos:R:3
C -1.476 0.043 -0.420
C -0.504 1.052 -0.461
C -1.121 -1.217 -0.036
C 0.514 1.191 0.383
C 1.197 -0.909 0.390
N 0.174 -1.581 0.048
F 1.623 1.938 0.046
F 2.343 -1.276 -0.314
H -2.335 0.319 -1.042
H -0.617 1.736 -1.405
H -1.849 -1.933 -0.067
H 0.597 1.127 1.477
H 1.455 -0.488 1.401
```

The calculation puts the energy relative to the best compared isomer or geometry (same formula, charge and spin) at 340.55 kJ/mol. For the orbital gap, the calculation gives 8.864 eV.



Question: Which value of energy relative to the best compared isomer or geometry (same formula, charge and spin) does entry 2 give?
Answer: 340.55 kJ/mol



Question: Number 2 is which compound?
Answer: C5H5F2N



Please write out number 1 again, unchanged.
This record from the OMol25 dataset describes the molecule C5H5F at a distorted geometry. The level of theory is ωB97M-V/def2-TZVPD.

Structure (XYZ):
```
11
Properties=species:S:1:pos:R:3
C -1.168 0.172 -0.381
C -1.142 -0.803 0.697
C -0.069 -0.819 -0.492
C 1.294 -0.371 -0.136
C 2.367 0.156 0.146
H -1.865 0.184 -1.176
H -0.813 -0.348 1.652
H -1.892 -1.576 0.809
H -0.196 -1.551 -1.291
H 3.292 0.499 0.503
F -0.692 1.420 0.055
```

The calculation puts the energy relative to the best compared isomer or geometry (same formula, charge and spin) at 200.22 kJ/mol. For the orbital gap, the calculation gives 10.561 eV.



Question: orbital gap of number 2 (C5H5F2N)?
Answer: 8.864 eV